This record from OMol25 describes 7 unconnected molecules or ions with the total composition C37H93F3N5O13. The level of theory is ωB97M-V/def2-TZVPD.

Its orbital gap is 0.2669 Eh. The total energy is -3015.9926 a.u. Its net charge is +3. The energy above the lowest of the compared OMol25 structures with the same formula, charge and spin comes out at 0.000 eV.

Atoms and positions in Å:
C1 5.408809 -1.460057 -0.303506
O1 5.263329 -1.238505 -1.720320
O2 6.080942 -2.537832 -0.088848
C2 6.114192 -0.225464 0.264701
F1 5.365776 0.922091 0.065010
F2 6.327232 -0.314794 1.578565
F3 7.270268 0.024205 -0.350429
C3 4.021350 -0.768229 -2.163853
C4 4.183040 -0.356960 -3.617276
H1 4.726201 -1.146571 -4.136481
H2 3.211908 -0.176795 -4.083177
H3 4.744921 0.571406 -3.729810
H4 3.737233 0.132916 -1.591178
H5 3.199771 -1.495524 -2.060381
H6 4.390191 -1.442135 0.171631
C5 -0.411325 -0.935538 -1.580285
C6 -1.483498 0.117489 -1.290524
C7 -1.721663 0.227025 0.220926
O3 -1.167944 1.339416 -1.891746
H7 0.508764 -0.721026 -1.033907
H8 -0.199000 -0.948204 -2.653504
H9 -0.738639 -1.973506 -1.443402
H10 -2.433255 -0.248637 -1.731421
H11 -2.556347 0.907835 0.419496
H12 -0.836403 0.578685 0.757733
H13 -2.045254 -0.763896 0.556977
C8 1.911998 -3.496046 0.391640
O4 2.869457 -4.411330 -0.055585
C9 3.810454 -4.773629 0.934042
C10 4.796548 -5.709468 0.315378
N1 5.532214 -5.023602 -0.805878
H14 5.749318 -4.041076 -0.462133
H15 6.470071 -5.421165 -0.740254
C11 4.967712 -4.968031 -2.183614
C12 4.447823 -6.320186 -2.612827
O5 5.259464 -7.392525 -2.195732
C13 6.556088 -7.397811 -2.726698
H16 1.160687 -3.346497 -0.378914
H17 2.385931 -2.511433 0.561434
H18 1.486437 -3.776514 1.361976
H19 3.343475 -5.240331 1.813917
H20 4.253131 -3.849564 1.335043
H21 4.293130 -6.598185 -0.049025
H22 5.592531 -5.960612 1.011352
H23 5.776137 -4.547198 -2.779709
H24 4.190837 -4.211488 -2.090999
H25 4.308097 -6.359395 -3.698972
H26 3.478913 -6.499108 -2.146229
H27 7.078979 -8.249677 -2.277581
H28 7.215170 -6.555458 -2.492111
H29 6.575138 -7.666853 -3.787824
C14 -10.751263 -0.453988 5.799283
O6 -10.354057 -0.732590 4.458921
C15 -10.325871 -2.104127 4.165505
C16 -9.986147 -2.359770 2.712494
N2 -8.554884 -1.987491 2.398888
H30 -7.883997 -2.622292 2.837333
H31 -8.449270 -2.150587 1.391252
C17 -8.140133 -0.541150 2.560036
C18 -6.661204 -0.421701 2.334800
O7 -6.416987 -1.009879 1.073504
C19 -5.068884 -0.864234 0.637867
H32 -11.726620 -0.881937 6.064364
H33 -10.881368 0.623899 5.842062
H34 -10.031612 -0.832961 6.530057
H35 -11.305611 -2.496299 4.450642
H36 -9.540809 -2.646502 4.723176
H37 -10.584267 -1.798403 1.997934
H38 -10.069654 -3.437414 2.583385
H39 -8.521616 -0.220169 3.527818
H40 -8.743513 0.025133 1.851337
H41 -6.022832 -0.880224 3.100910
H42 -6.398331 0.643819 2.306451
H43 -4.748398 0.179447 0.585144
H44 -4.969279 -1.373301 -0.315646
H45 -4.384972 -1.365346 1.337747
C20 4.908925 3.387203 2.110376
O8 3.635351 3.571550 2.701705
C21 3.608547 4.486027 3.765143
C22 2.173713 4.975639 3.845212
N3 1.245133 3.815856 3.987727
H46 1.450333 3.056433 3.300174
H47 1.433545 3.287154 4.848229
C23 -0.200675 4.123935 3.805859
C24 -1.104591 3.005506 4.217661
O9 -0.748494 1.870342 3.471537
C25 -1.635771 0.772638 3.610145
H48 5.730740 3.062308 2.748331
H49 5.200608 4.341683 1.649442
H50 4.826865 2.722773 1.257527
H51 4.232076 5.376296 3.653382
H52 3.859660 3.926364 4.674739
H53 1.897865 5.437208 2.899544
H54 2.024155 5.616180 4.711128
H55 -0.385723 4.440940 2.778863
H56 -0.366534 5.038434 4.380112
H57 -2.154255 3.276714 4.069978
H58 -0.968171 2.800236 5.292156
H59 -1.324082 0.007521 2.898476
H60 -2.657988 1.011316 3.290215
H61 -1.581958 0.370134 4.624528
C26 3.674566 2.891798 -4.745579
O10 2.327202 2.523760 -5.046852
C27 1.406370 3.158261 -4.223659
C28 0.062010 2.712348 -4.695469
N4 -0.004561 1.206728 -4.544165
H62 0.984970 0.994260 -4.742177
H63 -0.193269 1.013201 -3.527646
C29 -0.885935 0.580810 -5.539047
C30 -1.084148 -0.892869 -5.343147
O11 0.178899 -1.505423 -5.470602
C31 0.154454 -2.856594 -5.046833
H64 4.278378 2.235192 -5.365796
H65 3.932053 2.760783 -3.690979
H66 3.861242 3.925403 -5.044448
H67 1.378258 4.258294 -4.242707
H68 1.627094 2.899945 -3.179125
H69 -0.041904 2.966738 -5.751590
H70 -0.877310 3.053248 -4.258532
H71 -0.517925 0.808768 -6.542559
H72 -1.833228 1.126296 -5.577209
H73 -1.832523 -1.309711 -6.026068
H74 -1.483236 -1.077859 -4.333173
H75 -0.574617 -3.429780 -5.627744
H76 -0.020127 -2.937245 -3.969043
H77 1.120507 -3.315732 -5.250606
C32 -4.102516 3.240622 1.581275
O12 -2.787970 3.647539 1.293338
C33 -2.595547 3.919386 -0.074555
C34 -1.189998 4.369948 -0.256062
N5 -0.305875 3.198866 -0.009696
H78 -0.533856 2.698314 0.858612
H79 -0.574241 2.498517 -0.781909
C35 1.158725 3.445352 -0.092299
C36 1.937113 2.188362 0.189334
O13 1.525383 1.689454 1.436341
C37 2.060224 0.425296 1.735499
H80 -4.810781 3.933869 1.116033
H81 -4.300094 3.144762 2.644304
H82 -4.287796 2.253548 1.128886
H83 -3.295048 4.707460 -0.387337
H84 -2.853390 3.059487 -0.707476
H85 -0.908655 5.115830 0.485799
H86 -1.047322 4.699065 -1.281820
H87 1.448317 4.249991 0.582971
H88 1.329940 3.748013 -1.122056
H89 2.974832 2.551384 0.170158
H90 1.865540 1.416327 -0.583611
H91 1.795082 -0.323956 0.982016
H92 1.664067 0.059275 2.682811
H93 3.148564 0.460154 1.841099

Cartesian forces (eV/Å) of the 2 atoms listed first:
C -0.5599 -0.1860 0.0019
O -0.4322 0.1276 -0.2451